57
Properties=species:S:1:pos:R:3 method="wB97M-V/def2-TZVPD" e_above_lowest_kcal_mol=116.64 molar_mass_g_mol=500.30 lumo_energy_ev=2.07 homo_ev=-7.4 orbital_gap_ev=9.489 total_charge=-1 largest_force_ha_per_bohr=0.171
Br -20.229 -15.881 -20.240
C -24.395 -15.668 -18.998
O -25.625 -15.676 -19.022
N -23.520 -14.748 -18.554
N -23.702 -16.609 -19.534
H -22.551 -15.027 -18.617
H -23.852 -13.899 -18.120
H -24.236 -17.281 -20.066
H -22.702 -16.736 -19.599
C -23.288 -14.935 -22.728
O -24.234 -14.733 -23.446
N -22.806 -14.214 -21.755
N -22.469 -15.901 -22.903
H -23.340 -13.408 -21.465
H -22.066 -14.633 -21.209
H -21.640 -15.911 -22.326
H -22.604 -16.453 -23.739
C -19.475 -19.722 -18.573
O -19.226 -20.744 -18.006
N -20.603 -19.091 -18.420
N -18.669 -19.157 -19.371
H -21.164 -19.498 -17.686
H -20.978 -18.372 -19.022
H -18.990 -18.302 -19.802
H -17.684 -19.382 -19.345
C -19.186 -16.060 -15.922
O -18.877 -16.174 -14.733
N -20.218 -15.367 -16.301
N -18.725 -16.693 -16.881
H -20.267 -15.152 -17.287
H -20.734 -14.830 -15.619
H -19.110 -16.468 -17.787
H -17.749 -16.945 -16.820
C -16.507 -13.577 -20.345
O -15.543 -12.888 -20.580
N -16.536 -14.817 -20.590
N -17.713 -13.103 -20.329
H -17.294 -15.402 -20.268
H -15.679 -15.294 -20.832
H -17.817 -12.099 -20.376
H -18.412 -13.742 -19.980
C -19.987 -13.264 -24.087
O -19.631 -12.190 -24.468
N -20.768 -13.994 -24.802
N -19.453 -14.014 -23.166
H -21.328 -13.508 -25.488
H -20.973 -14.959 -24.586
H -19.955 -14.832 -22.853
H -18.724 -13.663 -22.561
C -19.199 -18.039 -23.498
O -20.288 -18.392 -23.217
N -18.558 -18.218 -24.658
N -18.341 -17.480 -22.677
H -19.021 -18.897 -25.246
H -17.739 -17.660 -24.849
H -17.637 -16.933 -23.152
H -18.550 -17.469 -21.689